Formula: C20H23B2F4GaN6O6S
Source: the OMol25 dataset
Level of theory: ωB97M-V/def2-TZVPD

CARTESIAN COORDINATES (ANGSTROEM)
Ga (0.298, 1.019, 1.470)
C (-0.468, -1.814, -1.604)
C (-0.179, -1.801, -0.157)
N (-1.061, -1.626, 0.760)
O (-2.371, -1.617, 0.527)
B (-3.085, -0.239, 0.787)
F (-2.983, 0.097, 2.109)
F (-4.312, -0.416, 0.283)
O (-2.362, 0.744, -0.073)
N (-1.383, 1.540, 0.408)
C (-1.379, 2.730, -0.090)
C (-2.464, 3.309, -0.915)
C (-0.095, 3.499, 0.096)
N (0.829, 2.723, 0.510)
O (2.084, 3.220, 0.668)
B (3.040, 2.201, 0.637)
F (1.600, 1.389, 2.642)
F (4.270, 2.586, 0.823)
O (2.883, 0.881, 0.259)
N (1.727, 0.086, 0.294)
C (2.100, -1.164, 0.390)
C (3.510, -1.587, 0.570)
C (0.085, 4.928, -0.249)
H (-1.531, -1.692, -1.791)
H (-0.111, -2.756, -2.025)
H (0.095, -1.003, -2.073)
H (-3.308, 2.633, -0.992)
H (-2.092, 3.544, -1.915)
H (-2.781, 4.249, -0.457)
H (4.109, -1.237, -0.272)
H (3.604, -2.662, 0.670)
H (3.899, -1.100, 1.466)
H (-0.745, 5.307, -0.835)
H (1.022, 5.068, -0.787)
H (0.157, 5.506, 0.677)
C (-1.296, 5.545, 5.440)
C (-1.033, 4.099, 5.141)
C (0.250, 3.572, 5.308)
C (0.513, 2.240, 5.062)
C (-0.539, 1.421, 4.649)
C (-1.838, 1.909, 4.495)
C (-2.064, 3.256, 4.723)
S (-0.265, -0.279, 4.479)
O (1.070, -0.650, 4.771)
O (-1.402, -1.017, 4.902)
N (-0.377, -0.478, 2.636)
C (-0.697, -1.618, 2.179)
C (-0.861, -2.913, 2.826)
C (-0.307, -4.043, 2.361)
C (0.626, -4.319, 1.262)
C (1.320, -3.524, 0.446)
N (1.107, -2.101, 0.367)
H (-0.656, 6.188, 4.834)
H (-1.068, 5.764, 6.483)
H (-2.334, 5.812, 5.255)
H (1.050, 4.215, 5.653)
H (1.504, 1.830, 5.190)
H (-2.650, 1.247, 4.230)
H (-3.068, 3.648, 4.621)
H (-1.431, -2.924, 3.745)
H (-0.524, -4.925, 2.952)
H (0.848, -5.372, 1.135)
H (2.025, -3.933, -0.265)

Results
- E: -117761.2891 eV
- Total charge: +2
- F_max: 0.385 eV/A
- LUMO: -7.4 eV
- HOMO-LUMO gap: 7.60 eV
- Highest occupied orbital energy: -14.9558 eV